Entry 1:
C18H12ClCoN6O4 | ωB97M-V/def2-TZVPD

```
! RIJCOSX wB97M-V def2-TZVPD def2/J DEFGRID3
* xyz 1 2
Co -2.34 -0.48 -0.89
C -0.52 -3.40 -3.65
C -1.47 -2.63 -3.00
N -1.12 -1.77 -2.04
C 0.19 -1.71 -1.76
C 1.12 -2.49 -2.42
N 0.77 -3.34 -3.37
C 0.51 -0.75 -0.70
C 1.80 -0.53 -0.25
C 2.03 0.40 0.76
C 0.91 1.06 1.26
C -0.34 0.78 0.77
N -0.56 -0.11 -0.21
C -1.56 1.43 1.24
C -1.59 2.39 2.24
N -2.72 2.96 2.64
C -3.81 2.55 2.03
C -3.81 1.59 1.03
N -2.67 1.02 0.62
C 3.40 0.67 1.27
C 4.51 0.01 0.77
C 5.77 0.30 1.28
N 5.99 1.19 2.24
C 4.92 1.82 2.73
C 3.63 1.60 2.28
H -0.83 -4.09 -4.43
H -2.51 -2.71 -3.26
H 2.17 -2.43 -2.18
H 2.61 -1.08 -0.69
H 1.01 1.79 2.05
H -0.68 2.72 2.73
H -4.75 2.99 2.34
H -4.73 1.29 0.56
H 4.44 -0.73 -0.02
H 6.64 -0.22 0.89
H 5.11 2.54 3.51
H 2.83 2.17 2.74
O -5.52 -0.27 -2.94
Cl -4.95 -0.97 -1.85
O -5.79 -1.98 -1.32
O -3.62 -1.54 -2.22
O -4.49 -0.04 -0.80
*
```

- Energy above the lowest of the compared OMol25 structures with the same formula, charge and spin: 3.036 eV
- HOMO energy (spin up / spin down): -0.4740 / -0.4728 hartree
- DFT total energy: -3165.05205 Eh

Mulliken population analysis, charges in e, atoms 1 to 8:
1 Co 0.15
2 C -0.40
3 C -0.20
4 N -0.33
5 C 0.72
6 C -0.01
7 N -0.56
8 C -0.30

Entry 2:
C18H12ClN3PdS5Se2 | ωB97M-V/def2-TZVPD

```
! RIJCOSX wB97M-V def2-TZVPD def2/J DEFGRID3
* xyz 0 1
Pd 0.85 -0.16 0.02
Se -1.80 0.05 -2.80
Se -1.19 -2.11 -2.26
C 0.72 -2.02 -2.48
C 1.30 -2.91 -3.37
C 2.67 -2.88 -3.56
C 3.42 -1.93 -2.89
C 2.77 -1.07 -2.02
N 1.45 -1.14 -1.79
C -2.17 0.79 -1.05
C -2.06 2.17 -0.94
C -2.41 2.76 0.26
C -2.84 1.94 1.30
C -2.91 0.58 1.07
N -2.59 0.00 -0.09
H 0.67 -3.60 -3.92
H 3.14 -3.58 -4.25
H 4.48 -1.84 -3.03
H 3.30 -0.31 -1.48
H -1.67 2.76 -1.76
H -2.32 3.83 0.40
H -3.11 2.35 2.26
H -3.23 -0.09 1.86
S 0.59 6.63 2.38
C 0.78 5.08 1.88
S 1.26 4.63 0.28
C 1.13 2.90 0.47
C 0.72 2.47 1.66
S 0.46 0.78 2.03
S 0.39 3.70 2.86
S 1.43 1.83 -0.88
Cl 2.57 -5.05 2.23
C 1.21 -4.06 1.83
C -0.08 -4.50 2.07
C -1.12 -3.66 1.72
C -0.85 -2.43 1.15
N 0.40 -2.03 0.92
C 1.42 -2.82 1.26
H -0.25 -5.47 2.51
H -2.15 -3.95 1.89
H -1.63 -1.74 0.84
H 2.42 -2.45 1.07
*
```

- Energy above the lowest of the compared OMol25 structures with the same formula, charge and spin: 0.000 eV
- HOMO energy: -0.2479 hartree
- DFT total energy: -8239.33655 Eh

Mulliken population analysis, charges in e, atoms 1 to 8:
1 Pd 0.42
2 Se -0.06
3 Se -0.02
4 C 0.19
5 C -0.66
6 C -0.24
7 C -0.80
8 C -0.22

Entry 3:
C18H12F2O6V | ωB97M-V/def2-TZVPD

```
! RIJCOSX wB97M-V def2-TZVPD def2/J DEFGRID3
* xyz -1 1
O -1.98 1.11 0.26
V -0.96 1.69 1.34
O -1.75 2.60 2.34
C 3.04 0.65 1.70
C 1.83 1.18 1.46
C 1.65 2.24 0.40
O 0.44 2.74 0.30
C 2.69 2.65 -0.33
C 4.02 2.13 -0.13
C 4.20 1.05 0.95
O 5.29 0.57 1.12
O 4.99 2.54 -0.73
O 0.76 0.94 2.17
H 3.17 -0.08 2.48
H 2.54 3.47 -1.02
F 2.95 1.67 -3.54
C 1.74 1.07 -3.53
C 1.60 -0.16 -4.12
C 0.35 -0.76 -4.14
C -0.74 -0.11 -3.58
C -0.57 1.13 -2.96
C 0.67 1.74 -2.97
H 2.46 -0.63 -4.57
H 0.26 -1.74 -4.58
H -1.70 -0.60 -3.55
H -1.40 1.62 -2.48
H 0.80 2.72 -2.52
F -1.63 -0.34 2.50
C -2.35 -1.49 2.52
C -2.96 -1.88 1.35
C -3.63 -3.09 1.35
C -3.78 -3.82 2.53
C -3.18 -3.37 3.69
C -2.43 -2.20 3.69
H -2.83 -1.30 0.45
H -4.05 -3.48 0.43
H -4.38 -4.72 2.57
H -3.29 -3.91 4.62
H -1.86 -1.84 4.54
*
```

- Energy above the lowest of the compared OMol25 structures with the same formula, charge and spin: 0.000 eV
- HOMO energy: -0.1877 hartree
- DFT total energy: -2288.43353 Eh

Mulliken population analysis, charges in e, atoms 1 to 8:
1 O -0.72
2 V 1.35
3 O -0.71
4 C -0.90
5 C 1.07
6 C 1.08
7 O -1.05
8 C -0.68

Entry 4:
C18H12F6FeO4S | ωB97M-V/def2-TZVPD

```
! RIJCOSX wB97M-V def2-TZVPD def2/J DEFGRID3
* xyz 2 5
C -3.00 0.79 0.12
O -1.63 1.19 0.01
C -0.59 0.29 0.29
C -0.14 0.13 1.64
C 0.25 -1.25 2.12
C 0.56 -2.36 1.02
C 0.29 -1.88 -0.37
C -0.08 -0.62 -0.73
Fe 1.14 1.58 0.82
C 2.29 1.68 2.11
O 3.15 1.92 2.85
C 0.44 3.15 1.02
O 0.18 4.27 1.17
C 2.17 2.22 -0.45
O 2.88 2.75 -1.21
H -3.57 1.72 0.10
H -3.28 0.18 -0.76
H -3.21 0.24 1.05
H -0.53 0.79 2.44
H 1.17 -1.14 2.71
H -0.54 -1.64 2.79
H 1.64 -2.54 1.12
H 0.45 -2.62 -1.15
H -0.09 -0.29 -1.78
F 3.65 -3.40 5.21
C 3.99 -4.48 4.45
F 4.92 -4.06 3.54
F 4.62 -5.38 5.27
C 2.80 -5.09 3.76
C 2.78 -6.47 3.56
C 1.69 -7.03 2.91
C 1.64 -8.52 2.71
F 0.37 -9.01 2.84
F 2.07 -8.85 1.45
F 2.42 -9.19 3.61
C 0.70 -6.23 2.37
C 0.83 -4.83 2.40
S -0.27 -3.89 1.40
C 1.78 -4.27 3.27
H 3.57 -7.09 3.96
H -0.20 -6.65 1.93
H 1.70 -3.23 3.56
*
```

- HOMO energy (spin up / spin down): -0.5822 / -0.6024 hartree
- DFT total energy: -3254.39894 Eh

Mulliken population analysis, charges in e, atoms 1 to 8:
1 C -0.67
2 O -0.33
3 C 0.45
4 C -0.92
5 C -0.88
6 C 0.62
7 C -0.70
8 C -0.70

Entry 5:
C18H12N5O6SbSe5Sn | ωB97M-V/def2-TZVPD

```
! RIJCOSX wB97M-V def2-TZVPD def2/J DEFGRID3
* xyz 0 1
Sn 0.76 1.01 -0.22
O 2.04 0.02 -2.07
C 1.04 -0.72 -2.24
N -0.25 -0.27 -2.20
C -0.36 1.08 -2.56
O 0.30 1.69 -3.38
C -1.44 1.73 -1.74
C -2.03 2.92 -2.14
C -2.90 3.52 -1.23
C -3.18 2.88 -0.02
C -2.54 1.70 0.30
N -1.66 1.13 -0.55
C 1.20 -2.23 -2.13
C 2.20 -2.91 -2.83
C 2.46 -4.22 -2.47
C 1.71 -4.81 -1.47
C 0.71 -4.06 -0.85
N 0.48 -2.78 -1.15
H -1.78 3.35 -3.09
H -3.35 4.48 -1.46
H -3.85 3.33 0.70
H -2.70 1.18 1.23
H 2.75 -2.40 -3.61
H 3.27 -4.76 -2.94
H 1.89 -5.83 -1.15
H 0.08 -4.49 -0.08
N -0.08 3.55 5.47
C -0.03 2.48 5.05
C -0.02 1.13 4.52
C 0.81 0.15 5.02
C 0.74 -1.12 4.48
C -0.14 -1.35 3.44
N -0.94 -0.40 2.94
C -0.90 0.80 3.49
H 1.52 0.39 5.80
H 1.36 -1.92 4.87
H -0.22 -2.32 2.99
H -1.58 1.57 3.11
O 1.20 4.50 2.31
Se 1.11 3.08 1.59
O 1.93 1.83 2.28
O -0.37 2.38 1.32
O 1.66 2.95 -0.03
Se 5.22 -3.60 0.56
Sb 3.28 -2.95 1.74
Se 3.50 -0.65 2.66
Se 2.18 -4.48 3.16
Se 2.07 -0.61 0.88
*
```

- Energy above the lowest of the compared OMol25 structures with the same formula, charge and spin: 5.931 eV
- HOMO energy: -0.3278 hartree
- DFT total energy: -13879.84082 Eh

Mulliken population analysis, charges in e, atoms 1 to 8:
1 Sn 1.23
2 O -0.67
3 C 0.34
4 N -0.44
5 C 0.43
6 O -0.55
7 C 0.98
8 C -0.90

Entry 6:
C18H13BBrF4IN3O4ReSbSe4 | ωB97M-V/def2-TZVPD

```
! RIJCOSX wB97M-V def2-TZVPD def2/J DEFGRID3
* xyz -2 4
Re -0.80 -0.20 1.66
Se -5.55 -0.99 0.43
Sb -4.20 -0.57 2.38
Se -2.55 1.37 2.18
Se -2.11 -2.10 2.43
Se -5.29 -0.60 4.52
F 0.24 0.11 3.49
B 1.50 0.01 4.34
F 2.16 -1.15 3.94
F 1.07 -0.09 5.64
F 2.24 1.14 4.08
N 2.62 -4.45 2.66
C 2.36 -3.39 1.81
C 1.20 -2.62 1.99
N 0.95 -1.59 1.22
C 1.81 -1.31 0.22
C 2.91 -2.10 0.04
N 3.21 -3.14 0.82
H 2.25 -4.33 3.59
H 3.59 -4.73 2.64
H 0.50 -2.83 2.79
H 1.59 -0.45 -0.38
H 3.60 -1.89 -0.77
Br -0.14 -2.29 -2.70
C -1.91 -1.64 -3.01
C -2.63 -2.26 -4.02
C -3.91 -1.81 -4.31
C -4.45 -0.75 -3.60
C -3.71 -0.13 -2.61
C -2.42 -0.57 -2.29
C -1.74 0.18 -1.17
O -1.73 1.39 -1.18
O -1.27 -0.61 -0.24
H -2.19 -3.08 -4.56
H -4.48 -2.31 -5.08
H -5.45 -0.41 -3.81
H -4.11 0.69 -2.04
I 3.92 5.26 -3.69
C 2.86 4.34 -2.14
C 2.16 3.17 -2.40
C 1.46 2.56 -1.37
C 1.46 3.12 -0.09
C 2.14 4.30 0.14
C 2.86 4.91 -0.88
C 0.69 2.48 1.04
O 0.27 3.17 1.96
O 0.51 1.21 0.86
H 2.15 2.74 -3.39
H 0.89 1.66 -1.55
H 2.10 4.73 1.13
H 3.41 5.83 -0.69
*
```

- Energy above the lowest of the compared OMol25 structures with the same formula, charge and spin: 0.632 eV
- HOMO energy (spin up / spin down): -0.0849 / -0.0860 hartree
- DFT total energy: -14379.77577 Eh

Mulliken population analysis, charges in e, atoms 1 to 8:
1 Re 2.96
2 Se -0.67
3 Sb 0.56
4 Se -0.37
5 Se -0.53
6 Se -0.68
7 F -0.68
8 B 0.05

Entry 7:
C18H13BrCl2N2 | ωB97M-V/def2-TZVPD

```
! RIJCOSX wB97M-V def2-TZVPD def2/J DEFGRID3
* xyz 0 1
Cl -5.09 3.47 -0.99
Cl -5.12 0.62 0.81
Br 1.82 -3.90 4.23
N 0.95 -2.23 2.11
C 1.79 -2.36 3.18
C 1.29 -1.20 1.35
C 2.96 -1.59 3.38
C 2.43 -0.36 1.55
C 3.29 -0.60 2.56
C 0.52 -1.20 -3.86
C -0.66 -1.63 -3.17
C 1.63 -0.58 -3.21
C -2.33 3.50 -0.39
C -1.12 2.81 -0.01
C -2.45 0.90 0.74
C -0.76 -1.46 -1.76
C 1.47 -0.42 -1.87
C -3.57 2.78 -0.38
C -3.63 1.51 0.30
C -1.23 1.50 0.44
C 0.30 -0.83 -1.09
N -0.03 0.76 0.58
C 0.15 -0.71 0.43
H 3.43 -1.70 4.32
H 2.64 0.54 1.01
H 4.14 0.06 2.77
H 0.43 -1.45 -4.87
H -1.47 -2.16 -3.61
H 2.39 -0.10 -3.76
H -2.32 4.57 -0.75
H -0.15 3.13 -0.28
H -2.46 -0.02 1.40
H -1.63 -1.79 -1.22
H 2.36 0.07 -1.57
H 0.85 1.26 0.77
H -0.82 -1.19 0.86
*
```

- Energy above the lowest of the compared OMol25 structures with the same formula, charge and spin: 0.566 eV
- HOMO energy: -0.2919 hartree
- DFT total energy: -4297.54045 Eh

Mulliken population analysis, charges in e, atoms 1 to 8:
1 Cl -0.21
2 Cl -0.20
3 Br -0.15
4 N -0.49
5 C 0.19
6 C 0.45
7 C -0.30
8 C -0.35

Entry 8:
C18H13F10I2N3Rh | ωB97M-V/def2-TZVPD

```
! RIJCOSX wB97M-V def2-TZVPD def2/J DEFGRID3
* xyz 1 1
Rh 0.52 0.06 0.21
C -2.37 0.60 0.29
N -1.12 0.93 1.03
C -1.14 0.37 2.40
C -1.04 -1.15 2.27
N -0.08 -1.44 1.20
C 0.17 -2.74 0.78
C 1.21 -2.94 -0.13
F 1.88 -1.85 -0.58
C 1.59 -4.17 -0.60
F 2.58 -4.28 -1.47
C 0.91 -5.30 -0.16
F 1.24 -6.49 -0.60
C -0.14 -5.15 0.74
F -0.79 -6.22 1.16
C -0.50 -3.90 1.20
F -1.52 -3.83 2.06
C -0.83 2.38 0.91
C -0.39 2.65 -0.54
N 0.14 1.41 -1.10
C 0.42 1.29 -2.46
C 0.94 2.32 -3.24
F 1.23 3.50 -2.68
C 1.22 2.16 -4.59
F 1.72 3.17 -5.29
C 1.01 0.94 -5.20
F 1.29 0.77 -6.48
C 0.51 -0.12 -4.45
F 0.29 -1.29 -5.02
C 0.22 0.07 -3.12
F -0.31 -0.96 -2.44
H -3.22 1.03 0.82
H -2.48 -0.47 0.21
H -2.31 1.01 -0.71
H -2.05 0.67 2.93
H -0.27 0.77 2.92
H -2.01 -1.59 2.07
H -0.69 -1.57 3.21
H -0.02 2.61 1.60
H -1.70 2.97 1.18
H 0.37 3.43 -0.52
H -1.22 3.03 -1.15
I 3.26 -0.56 2.95
C 4.34 0.63 1.57
I 3.16 1.37 -0.04
H 5.13 0.03 1.15
H 4.72 1.49 2.10
*
```

- HOMO energy (spin up / spin down): -0.4021 / -0.4166 hartree
- DFT total energy: -2562.21291 Eh

Mulliken population analysis, charges in e, atoms 1 to 8:
1 Rh 0.53
2 C -0.93
3 N 0.10
4 C -0.85
5 C -0.89
6 N 0.28
7 C -0.57
8 C 0.37

Entry 9:
C18H14AuF5N5O3S2 | ωB97M-V/def2-TZVPD

```
! RIJCOSX wB97M-V def2-TZVPD def2/J DEFGRID3
* xyz -1 1
Au 0.93 -1.10 -0.42
C -0.71 3.35 3.69
C -0.63 2.55 4.99
C 0.79 2.53 5.54
C -1.17 1.13 4.80
N -0.33 0.31 3.94
C -0.29 0.22 2.61
N 0.65 -0.64 2.28
N 1.18 -1.07 3.45
N 0.59 -0.52 4.45
H -0.48 4.40 3.88
H -1.70 3.29 3.24
H 0.02 2.98 2.97
H -1.29 3.01 5.73
H 1.49 2.14 4.80
H 0.87 1.92 6.44
H 1.11 3.55 5.79
H -2.17 1.16 4.36
H -1.22 0.61 5.76
H -0.92 0.73 1.90
O 4.77 2.77 -0.15
S 4.65 1.65 0.74
O 4.50 1.92 2.14
N 3.48 0.61 0.23
C 3.98 -0.53 -0.15
S 3.09 -1.88 -0.70
C 5.48 -0.63 -0.05
C 6.31 -1.67 -0.42
C 7.68 -1.52 -0.25
C 8.21 -0.34 0.27
C 7.37 0.71 0.64
C 6.01 0.53 0.47
H 5.88 -2.59 -0.82
H 8.35 -2.32 -0.53
H 9.28 -0.24 0.39
H 7.76 1.63 1.05
F -5.91 -2.64 -1.22
C -4.71 -2.08 -0.98
C -4.56 -1.12 0.01
F -5.62 -0.75 0.74
C -3.32 -0.55 0.24
F -3.22 0.37 1.22
C -2.16 -0.88 -0.49
O -1.04 -0.29 -0.24
C -2.37 -1.86 -1.49
F -1.34 -2.25 -2.25
C -3.60 -2.44 -1.72
F -3.73 -3.37 -2.68
*
```

- HOMO energy: -0.1950 hartree
- DFT total energy: -2625.26833 Eh

Mulliken population analysis, charges in e, atoms 1 to 8:
1 Au 0.46
2 C -1.42
3 C 0.83
4 C -1.47
5 C -1.26
6 N 0.85
7 C -0.62
8 N 0.20

Entry 10:
C18H14CdF5IN2O | ωB97M-V/def2-TZVPD

```
! RIJCOSX wB97M-V def2-TZVPD def2/J DEFGRID3
* xyz 0 1
C 2.05 2.91 0.65
C 2.98 1.72 -0.44
H 1.50 3.75 0.21
H 2.99 3.37 0.98
H 1.61 2.54 1.59
H 2.81 1.49 -1.52
H 3.84 2.38 -0.53
H 3.27 0.83 0.12
C -2.54 1.64 -0.73
C -3.76 1.52 -1.40
C -3.88 0.54 -2.39
C -2.79 -0.29 -2.65
H -2.37 2.42 0.01
H -4.56 2.20 -1.15
H -4.81 0.41 -2.95
H -2.81 -1.07 -3.41
N -1.49 0.84 -0.99
C -1.60 -0.12 -1.92
C -0.43 -1.00 -2.12
N 0.75 -0.57 -1.65
C 1.79 -1.41 -1.55
C 0.53 -3.14 -2.63
C 1.72 -2.71 -2.04
H 2.69 -1.03 -1.05
H 2.60 -3.34 -1.94
C -0.56 -2.28 -2.66
H -1.51 -2.57 -3.06
H 0.46 -4.14 -3.05
Cd 0.89 1.59 -0.56
I 0.11 3.56 -2.34
F -1.03 -1.61 5.82
C -0.50 -1.23 4.65
C -0.73 0.07 4.17
F -1.48 0.92 4.89
C -0.20 0.45 2.96
F -0.50 1.68 2.45
C 0.63 -0.41 2.18
O 1.14 -0.09 1.08
C 0.84 -1.73 2.72
F 1.59 -2.58 1.99
C 0.28 -2.12 3.91
F 0.48 -3.38 4.37
*
```

- Energy above the lowest of the compared OMol25 structures with the same formula, charge and spin: 0.000 eV
- HOMO energy: -0.2705 hartree
- DFT total energy: -1843.75016 Eh

Mulliken population analysis, charges in e, atoms 1 to 8:
1 C -1.14
2 C -1.04
3 H 0.38
4 H 0.41
5 H 0.33
6 H 0.34
7 H 0.50
8 H 0.33

Entry 11:
C18H14ClFO4S | ωB97M-V/def2-TZVPD

```
! RIJCOSX wB97M-V def2-TZVPD def2/J DEFGRID3
* xyz 0 1
O -0.17 -2.14 3.68
C -0.48 -1.65 2.64
C -1.57 -2.18 1.78
C -1.77 -3.54 1.60
C -2.77 -3.99 0.76
C -3.58 -3.06 0.13
F -4.55 -3.51 -0.68
C -3.41 -1.70 0.28
C -2.39 -1.26 1.11
C -2.09 0.19 1.31
O -2.94 1.03 1.36
C -0.64 0.49 1.42
C -0.10 1.63 0.85
C 1.28 1.85 0.94
C 1.89 3.05 0.26
C 2.29 2.77 -1.19
C 1.20 2.07 -2.04
C 1.31 0.55 -2.00
S 0.87 -0.21 -3.57
O 0.38 -1.53 -3.34
O 0.05 0.70 -4.30
Cl 2.66 -0.40 -4.53
C 2.08 0.95 1.63
C 1.53 -0.19 2.21
C 0.17 -0.43 2.09
H -1.12 -4.24 2.11
H -2.93 -5.04 0.59
H -4.03 -0.99 -0.24
H -0.72 2.34 0.33
H 2.77 3.32 0.83
H 1.22 3.91 0.32
H 2.52 3.71 -1.69
H 3.18 2.15 -1.22
H 1.35 2.39 -3.06
H 0.21 2.40 -1.76
H 2.33 0.26 -1.78
H 0.67 0.06 -1.27
H 3.14 1.11 1.72
H 2.16 -0.89 2.73
*
```

- Energy above the lowest of the compared OMol25 structures with the same formula, charge and spin: 0.000 eV
- HOMO energy: -0.3546 hartree
- DFT total energy: -1953.53349 Eh

Mulliken population analysis, charges in e, atoms 1 to 8:
1 O -0.55
2 C -0.12
3 C 0.43
4 C -0.82
5 C -0.59
6 C 0.28
7 F -0.33
8 C -0.72